*1*
# C5H15NO2

A cluster of 3 separate species, C5H15NO2 in total (wB97M-V/def2-TZVPD, OMol25).

The geometry in XYZ format:
```
23
C5H15NO2 wB97M-V/def2-TZVPD
C -0.3326 1.5276 1.0718
N 0.9614 -0.6589 -0.2551
C -0.2888 -0.3298 -0.6011
C -0.8468 0.8790 -0.1316
C -2.0049 1.4881 -0.8795
C -1.0213 -1.2736 -1.4813
H 0.7267 1.7569 1.0643
H -0.5101 1.0029 2.0191
H -0.8367 2.4654 1.3208
H 1.4304 0.1161 0.2175
H 1.1636 -1.4886 0.3068
H -2.1218 2.5132 -0.5598
H -2.9246 0.9772 -0.5745
H -1.7717 1.4238 -1.9327
H -1.8207 -1.6751 -0.8552
H -1.5799 -0.6869 -2.2201
H -0.4519 -2.0209 -2.0062
H -0.2400 -3.6148 2.1476
H 0.0280 -3.6400 0.6049
O 0.0455 -3.0863 1.3907
H 3.0435 1.6000 1.2232
H 3.5546 2.0850 -0.1913
O 2.7849 1.8743 0.3415
```

Calculated values
LUMO energy (spin up / spin down)	-2.96 / -6.05	eV
net charge	+1
multiplicity	2
HOMO (spin up / spin down)	-13.29 / -15.40	eV

natural (NBO) population analysis, charges in e, atoms 1 to 4: -0.732, -0.684, 0.333, 0.226

***

*2*
# C5H15NO2

A cluster of 3 separate species, C5H15NO2 in total (wB97M-V/def2-TZVPD, OMol25).

The geometry in XYZ format:
```
23
C5H15NO2 wB97M-V/def2-TZVPD
C -2.3159 -0.3895 -1.5473
C -1.3785 -0.4640 -0.3251
N 1.4573 0.5326 0.2638
C 0.3267 1.3234 0.2230
C -0.9461 0.8982 -0.0110
C 0.6439 2.7793 0.5094
H -3.1531 0.2963 -1.4129
H -2.6845 -1.3891 -1.8246
H -1.7800 0.0427 -2.3870
H -1.8414 -0.8089 0.6505
H -0.5389 -1.1427 -0.5322
H 2.3201 1.0821 0.1946
H 1.7156 -0.3121 -0.3028
H -1.7745 1.5897 0.2154
H 1.2365 2.8240 1.4187
H -0.2382 3.4075 0.6995
H 1.1816 3.1580 -0.3496
H 0.8841 -2.6839 -1.4834
H 0.5222 -2.9112 -0.0638
O 1.2608 -2.5888 -0.6013
H 1.0943 -1.6246 2.7577
H 2.0205 -1.9231 1.4900
O 1.9875 -1.6960 2.4186
```

Calculated values
LUMO energy (spin up / spin down)	-3.17 / -7.10	eV
net charge	+1
multiplicity	2
HOMO (spin up / spin down)	-14.37 / -14.55	eV

natural (NBO) population analysis, charges in e, atoms 1 to 4: -0.603, -0.492, -0.620, 0.276

***

Which of them is least stable? Easy: *2*.